Molecular formula: C3H27HfO21
Method: DFT, the ωB97M-V functional and the def2-TZVPD basis

Geometry as XYZ:
```
52
Properties=species:S:1:pos:R:3
Hf -1.46899 -2.45797 -0.85042
O -0.07121 -0.31641 3.35155
O -0.19015 -1.71322 -2.34928
O -2.48178 -0.60812 2.13533
O -4.66426 -0.70187 0.11945
O 3.63648 -0.65931 1.52101
O -1.22270 4.10500 -0.47109
O 1.91505 1.01691 -2.49816
O -2.71046 -0.82369 -1.09378
O 1.28965 0.31371 0.26954
O -1.86056 1.93777 1.72210
O -0.66334 1.17163 -0.50119
O 1.55466 -2.85495 -3.23542
O 0.35847 -3.25031 -1.32632
O 3.09410 -1.08875 -1.28504
O 1.22762 3.44308 -1.67600
O -0.51894 -0.98661 0.01166
O -1.73367 1.17197 -2.96519
O 1.27073 -2.37420 2.30523
O -3.26615 -2.45240 -0.08680
O -0.91174 -3.31350 0.97180
O 1.89433 2.80213 1.14737
C -0.04196 0.17600 -0.05296
C -3.61503 -1.31291 -0.41188
C 0.65462 -2.59758 -2.28237
H 1.54149 0.96700 -3.37460
H -0.67893 0.03697 2.73307
H -2.28316 0.25020 1.75117
H -1.03028 1.13025 -3.57345
H 4.18701 0.00615 1.01691
H 2.76972 -0.29358 1.46541
H -1.49682 1.89826 0.82696
H -0.52983 3.56352 -0.80557
H 1.45643 3.24540 -0.79030
H 1.21306 3.08851 1.84280
H -1.22360 -4.20933 1.23009
H 1.55230 2.65165 -2.10469
H 2.76637 3.09685 1.24918
H 1.58082 1.23584 0.27939
H -2.75187 2.35056 1.56887
H 2.88950 0.95382 -2.54112
H 3.08374 -0.74827 -0.39724
H 2.37205 -0.62777 -1.63361
H -0.22624 -3.05005 1.57399
H 2.17908 -3.52386 -2.87603
H -2.03298 3.69819 -0.80585
H -1.28772 1.22742 -2.11035
H -5.07412 -1.17943 0.88243
H 0.80340 -1.55556 2.61135
H 1.29129 -2.87034 3.13787
H -3.10188 -0.36786 2.83715
H 0.55641 0.39904 3.53706
```

Output
ΔE to the lowest compared entry with this formula, charge and spin = 55.7 kcal per mole
Kohn-Sham gap = 8.2 eV
charge = +1

Molecular formula: C3H27NO12
Method: DFT, the ωB97M-V functional and the def2-TZVPD basis

Geometry as XYZ:
```
43
Properties=species:S:1:pos:R:3
O 2.13080 1.88812 -1.08413
O 1.23156 -0.70108 2.37220
O -3.12201 0.42433 2.94369
O -2.75091 1.31933 -0.75007
O -5.25157 0.33095 -0.86077
O 1.97553 -3.13434 -1.23934
O 2.45290 -0.90276 -2.63884
O -0.63526 1.96553 -0.38415
O 1.80380 1.86398 1.69612
O 3.15883 -1.57385 0.73626
O 1.12801 1.21206 -3.53499
O -0.83603 1.53228 4.21807
N -0.74021 -2.02917 0.41406
C -1.61909 -1.42569 -0.58140
C -1.01335 -0.21512 -1.28072
C -1.56878 1.09339 -0.76047
H 3.24789 -1.24397 -3.06406
H -4.40906 0.64208 -1.24812
H -1.05414 2.83806 -0.38138
H -1.08301 -0.28741 -2.35774
H 2.65066 1.44916 -1.76670
H 1.34796 2.09934 -1.60482
H 2.36453 2.02942 2.45430
H 3.42875 -0.87743 0.13091
H -2.57820 -1.16528 -0.14947
H 1.48893 0.31828 -3.55410
H 2.59651 -2.81832 -0.54625
H -0.47689 1.55398 3.32087
H -2.67174 -0.20189 3.52107
H -1.20229 -2.17237 1.29095
H 0.45210 -1.22331 2.58806
H 1.22381 -3.42040 -0.70444
H -4.97512 0.41192 0.06143
H 1.16018 1.48652 -4.45770
H -1.30789 2.37114 4.28590
H 2.08490 -1.71204 -2.20918
H -1.92770 -2.17566 -1.31380
H 0.81656 0.09904 2.01251
H 2.15952 2.29664 0.90576
H -2.42384 1.08844 2.88192
H 0.07165 -0.22721 -1.17031
H 2.49489 -1.18840 1.34600
H 0.17682 -1.61830 0.46285
```

Output
ΔE to the lowest compared entry with this formula, charge and spin = 19.7 kcal per mole
structure (SMILES) = NCCC(=O)O.O.O.O.O.O.O.O.O.O.O
Kohn-Sham gap = 9.5 eV

Molecular formula: C3H27O12
Method: DFT, the ωB97M-V functional and the def2-TZVPD basis

Geometry as XYZ:
```
42
Properties=species:S:1:pos:R:3
O 3.77788 -2.25726 1.39347
O 1.08509 0.46201 2.08171
O 0.85208 -2.48763 0.85951
O -3.03247 -2.40193 0.49926
O -1.45895 -1.27485 2.45411
O -0.70711 3.42689 2.38398
O -2.34801 0.78076 -1.01421
O -0.19411 1.99809 -2.00035
O -1.64302 1.12280 1.56378
O -0.31040 -0.33903 -3.42981
O 2.18779 0.44171 -4.40650
O -0.46319 -2.41237 -1.73404
C 0.99151 0.80648 -0.32518
C 1.87180 0.78308 0.91261
C 0.60244 2.16755 -0.84414
H 0.16867 2.74098 -0.02357
H -2.33019 -2.02158 1.05633
H 0.23842 -1.99527 1.42267
H -1.13869 2.56262 2.09179
H 2.26508 1.76307 1.20288
H -0.04254 -2.04956 -0.93512
H 1.41306 2.73616 -1.30661
H -0.49838 0.19265 -2.63484
H -2.56062 1.41512 1.64596
H 1.32081 0.09139 -4.10895
H -1.36586 -1.15487 3.38953
H -2.15578 1.05044 -0.06671
H 0.56033 -3.39925 0.95388
H 0.12787 0.48846 1.95076
H -3.88053 -2.03308 0.74660
H -1.61611 -0.32911 2.10393
H 3.42634 -1.60237 2.00489
H 0.14924 -1.10440 -3.07818
H 2.67727 0.06076 0.87242
H 1.59349 0.34699 -1.11704
H -1.36563 -2.14402 -1.50750
H 0.18989 3.15205 2.60242
H 2.57505 0.83626 -3.62106
H 2.95503 -2.38852 0.89400
H 0.16466 0.15870 -0.04207
H -2.95218 0.04240 -1.07075
H -1.13002 1.76766 -1.81988
```

Output
Kohn-Sham gap = 9.7 eV
charge = -1

Molecular formula: C3H28B4CrO3
Method: DFT, the ωB97M-V functional and the def2-TZVPD basis

Geometry as XYZ:
```
39
Properties=species:S:1:pos:R:3
Cr -17.47967 -1.44185 -10.79247
O -17.15625 1.86711 -7.09286
O -18.49354 2.50823 -10.22705
O -22.84162 1.28877 -10.75849
C -21.64273 1.36129 -11.47286
C -15.88612 1.53272 -6.49293
C -19.25946 3.46604 -9.49516
B -18.56987 -2.18825 -12.39525
B -15.82517 -0.27790 -11.41540
B -18.71145 -0.12291 -9.60630
B -16.61394 -3.03645 -9.80056
H -23.39624 0.69124 -11.26540
H -21.36181 0.41148 -11.92789
H -15.82107 2.07239 -5.54814
H -21.69477 1.97835 -12.36987
H -15.13836 2.07673 -7.07000
H -17.75826 -0.09077 -9.10168
H -17.16364 1.63439 -8.02420
H -18.96474 -2.50257 -11.44156
H -16.11843 -3.89551 -9.37544
H -19.37084 0.57277 -9.11085
H -19.23281 4.41313 -10.03405
H -18.64377 0.10171 -10.65949
H -16.30010 -2.10347 -9.35865
H -16.12407 -0.38373 -10.38404
H -15.65412 0.47687 -6.35345
H -18.87474 3.56903 -8.48053
H -16.75350 -0.00740 -11.89423
H -20.27850 3.07926 -9.48739
H -19.11313 -1.11976 -9.70209
H -17.51047 -2.39266 -12.40745
H -20.76812 1.75924 -10.95827
H -18.67027 -1.11395 -12.40092
H -16.32478 -2.95044 -10.83652
H -19.09787 -2.56469 -13.25765
H -15.04109 0.43925 -11.60292
H -17.69076 -3.10114 -9.82341
H -15.45971 -1.23061 -11.76614
H -18.74524 1.65711 -9.86120
```

Output
spin multiplicity = 4
ΔE to the lowest compared entry with this formula, charge and spin = 3.9 kcal per mole
<S²> = 3.771
Kohn-Sham gap (alpha / beta) = 8.2 / 10.0 eV
charge = -1